DFT (ωB97M-V with the def2-TZVPD basis set) results for 5 unconnected molecules or ions with the total composition C32H51ClF12I2N2O10P in a non-equilibrium geometry.

Each line ends with the Mulliken charge.
Cartesian coordinates (Å):
I 2.05154 -1.23494 -2.67552  0.2562
I 5.49438 -1.11968 -2.29876  0.0523
Cl -0.23138 -3.14313 5.07812  -0.1936
P -0.31961 0.79502 -0.83232  0.0686
F -2.86971 -0.01439 -4.17133  -0.2551
F -0.58982 4.39720 -1.10598  -0.2710
F 3.57137 -6.94164 -6.75531  -0.2388
F -3.56089 2.07459 5.36687  -0.2593
F 0.44707 3.44888 -2.74807  -0.2916
F 0.93470 5.47176 -2.17025  -0.2852
F -3.42440 -0.07088 5.56878  -0.2536
F 4.67236 -5.63627 -8.06496  -0.2456
F -1.87863 -1.93155 -4.18739  -0.2340
F -5.21476 0.82927 4.78360  -0.2596
F 3.00824 -6.77731 -8.82752  -0.2468
F -3.34722 -1.46465 -5.68736  -0.2503
O 2.57871 -3.95234 -8.34617  -0.3145
O -3.72907 -1.97829 -2.21594  -0.2252
O -5.97666 1.28493 7.38997  -0.4962
O -3.84357 0.96468 8.03209  -0.2988
O 1.72812 -4.91419 -6.49724  -0.5135
O 2.77920 -3.56183 0.49220  -0.1745
O -2.32247 5.11234 -3.12214  -0.5063
O -5.26587 -2.18347 -3.84781  -0.5014
O 4.07591 4.01917 1.70285  -0.4736
O -0.55261 5.59607 -4.42413  -0.2914
N -1.61260 1.66147 -0.52111  -0.7651
N 0.84178 0.65118 0.52081  1.3100
C 1.20940 2.06458 0.92232  -1.1011
C -4.82601 1.08398 7.12533  0.3406
C 5.00220 -0.40423 0.77187  -0.5981
C -4.24280 1.08582 9.40881  -0.2172
C -0.09043 4.61922 -2.33098  1.3123
C -0.82064 -1.42325 5.25166  -0.3234
C -0.09199 0.24717 1.67155  -1.0926
C -3.06672 -1.32986 -4.38641  0.9313
C 0.43673 -0.46330 5.07698  -0.9345
C -4.82382 -3.96954 -1.34020  -1.1151
C 2.22663 -1.90598 -7.07981  -0.9526
C 3.57832 -4.67561 0.96361  -0.7514
C -4.26185 0.97751 5.71081  0.8825
C 0.48719 -1.04406 2.46796  0.3252
C 2.52765 2.63646 0.23434  0.5052
C 1.88197 -0.42055 0.55282  0.0174
C 2.23666 -2.90105 1.64277  -0.9440
C 1.32972 -0.78047 3.78716  -0.5901
C 3.95321 3.20504 2.88249  -0.1619
C -1.94149 7.47515 -5.11380  -1.1267
C -1.13881 5.14171 -3.30951  -0.0333
C 4.21525 -0.69539 -0.56735  0.0214
C 2.80137 -0.71330 -0.67933  -0.6668
C -4.16209 -1.89365 -3.48516  0.2434
C -1.44018 6.08387 -5.44693  -0.1838
C 3.43594 -6.07260 -7.76556  0.8708
C 1.70114 -2.83185 -8.15883  -0.2650
C -4.88844 -0.19379 9.90266  -1.1125
C 1.21252 -1.74836 1.20544  0.0264
C 2.84981 4.04083 0.95890  -0.7512
C -4.68716 -2.46184 -1.25898  -0.2085
C 2.48421 -4.92740 -7.42877  0.3733
H -1.10253 8.15321 -4.94105  0.3050
H 2.10752 -1.57491 4.00377  0.4902
H 2.24496 2.88399 -0.84461  0.2495
H 1.66574 -2.30066 -9.11123  0.3129
H 4.74113 3.44934 3.66749  0.3360
H 3.03893 -2.51017 2.34123  0.3043
H -2.54102 7.47293 -4.20148  0.3235
H 0.68572 -3.17215 -7.94142  0.3297
H -5.49634 -4.33767 -0.56393  0.3804
H 4.18719 -4.41721 1.88544  0.3071
H 0.16182 0.64566 5.13282  0.3127
H -3.84911 -4.44944 -1.22332  0.2931
H -5.81229 -0.40626 9.36143  0.3218
H 4.31411 -4.97320 0.14657  0.2588
H -4.22294 -1.04532 9.74193  0.2958
H 6.02597 0.00203 0.48447  0.4890
H 1.10038 -0.63590 5.99268  0.4110
H -2.26368 5.38323 -5.60515  0.3254
H -1.21242 -1.24857 6.30715  0.4279
H -2.55432 7.86817 -5.92615  0.3767
H -0.69015 -0.55169 -1.19823  0.1733
H -1.60603 -1.16510 4.47770  0.1969
H 1.60172 -3.65147 2.23299  0.4460
H 2.01115 4.24753 1.69948  0.4636
H 5.17822 -1.41879 1.27046  0.2367
H 2.83960 4.90321 0.22019  0.2600
H -3.33383 1.28083 9.98025  0.3273
H 0.38292 1.43384 -1.91707  0.1426
H 4.14769 2.12778 2.57085  -0.1234
H 1.93095 0.17788 3.59164  -0.1866
H 3.37960 1.89799 0.29177  0.0039
H 1.40388 2.04060 2.04932  0.2943
H -5.64842 -1.95994 -1.39265  0.3224
H 2.93596 -5.59038 1.20247  0.2805
H 3.24871 -1.59372 -7.30676  0.3303
H -0.86161 6.11539 -6.37140  0.3183
H 2.89845 3.21805 3.32927  0.2228
H 4.50595 0.34304 1.45883  -0.2057
H -0.44146 -1.69371 2.60029  0.7804
H 1.59603 -1.01948 -6.99106  0.3888
H -0.53900 1.07536 2.29686  0.3485
H -4.89947 1.94885 9.54237  0.3194
H -5.12234 -0.12163 10.96578  0.3804
H 2.51810 -0.07855 1.44381  -0.3163
H -4.31133 -2.18121 -0.27332  0.2988
H -1.04155 -0.21529 1.22221  0.3247
H 2.25601 -2.40577 -6.10901  0.1759
H -5.21624 -4.28025 -2.31012  0.3213
H 0.38518 2.82031 0.76861  0.3751
H -1.68016 2.45215 -1.16845  0.2922
H 0.42106 -2.13023 0.49443  0.3950

Cartesian forces, eV/Å:
-0.30 0.28 1.62
-0.61 0.28 1.58
-0.59 0.83 0.11
-2.91 1.57 -2.80
-0.27 -0.19 0.34
-0.23 0.14 -0.43
-0.38 0.53 -0.02
-0.10 -0.05 0.44
-0.31 0.23 -0.23
-0.35 -0.08 -0.26
-0.18 0.11 0.37
-0.37 0.30 0.12
-0.26 -0.09 0.30
0.01 0.05 0.64
-0.28 0.42 0.18
-0.33 -0.15 0.56
0.24 -0.77 0.16
0.35 0.37 -0.71
0.35 -0.09 -0.69
-0.03 0.08 -0.96
0.48 -0.42 -0.18
0.48 -0.09 1.62
0.56 -0.31 0.57
0.61 0.25 -0.35
-0.99 -0.04 0.45
0.28 -0.56 0.93
1.35 -1.13 -0.03
-1.72 0.56 1.42
2.79 1.68 0.91
-0.21 0.21 1.67
0.60 -0.58 -1.06
-0.20 -0.07 0.85
1.18 0.08 0.93
0.66 1.62 0.24
-2.73 -2.61 1.45
1.07 0.46 -1.26
0.59 -0.48 0.46
0.10 -0.14 -0.32
0.23 -0.10 0.27
0.59 -0.94 -0.39
0.24 -0.09 -1.59
-0.66 -0.36 -1.63
-1.22 0.65 -0.29
2.45 -2.05 1.04
-1.50 0.22 -0.28
0.06 1.23 -0.36
0.12 -1.16 -0.01
0.03 0.07 0.40
-0.84 0.60 -1.59
-2.52 0.32 0.34
2.94 0.67 -0.22
-0.98 -0.40 1.20
-0.51 0.47 -0.66
1.19 -1.34 -0.31
-0.37 0.62 0.09
-0.15 -0.21 -0.29
0.45 1.19 0.46
-0.48 -0.38 0.18
-0.48 -0.41 0.53
-0.92 1.21 -0.08
-0.02 -0.04 -0.17
-1.29 0.72 -0.29
0.75 -0.61 1.24
0.20 -0.28 -0.03
-1.11 0.08 -1.23
-0.70 -0.28 -0.90
-0.06 -0.06 -0.13
0.19 -0.15 0.09
0.05 0.07 -0.01
-0.73 -0.10 -0.98
-0.02 -1.56 -0.28
-0.06 0.06 0.13
0.01 0.12 0.10
-1.10 0.51 0.96
0.06 0.10 0.13
-1.36 -0.47 0.49
-0.80 0.24 -1.27
0.11 0.00 0.26
0.30 -0.58 -1.57
0.07 -0.07 0.01
0.94 0.60 0.72
0.87 -0.77 1.03
0.79 0.98 -0.53
0.73 -0.11 -0.83
-0.30 1.47 -0.42
0.45 -1.20 0.91
0.08 -0.01 -0.35
0.24 -1.08 0.84
-0.24 0.97 0.51
-0.60 -1.26 0.32
-0.88 1.04 -0.18
-0.25 -0.17 -1.53
0.15 -0.03 -0.21
0.67 1.28 -0.26
-0.11 0.06 -0.10
0.21 -0.15 0.28
1.39 0.36 -0.44
0.43 -1.03 -0.77
1.32 0.91 0.55
0.01 -0.05 -0.08
1.17 -0.57 -0.92
-0.01 -0.12 -0.25
0.06 0.04 -0.06
-0.36 -0.36 -1.57
0.21 0.15 -0.24
1.26 0.80 0.26
-0.12 -0.01 -0.07
-0.08 0.08 0.11
0.45 -1.41 -0.08
0.10 -0.18 0.57
0.92 0.09 0.81

Computed properties:
- Frontier orbital gap: 8.7 eV
- Total charge: +1
- Spin multiplicity: 1
- Relative energy (zero: lowest compared OMol25 entry of this formula, charge and spin): 87.9 kcal per mole
- HOMO energy: -11.495 eV



DFT (ωB97M-V with the def2-TZVPD basis set) results for a molecular structure, C28H46BrN3OsP2S in a non-equilibrium geometry.

Each line ends with the Mulliken charge.
Cartesian coordinates (Å):
Os -0.70014 -0.39106 0.52821  2.6150
Br 0.12513 -3.22133 2.26202  0.1688
S 0.48609 0.75070 2.17872  -0.3704
P 0.37450 1.21090 -0.78556  -0.1493
P 2.14540 -1.85409 -0.03769  0.5992
N -0.22456 2.09102 4.31254  -0.2157
N -1.75011 2.22763 2.50924  -0.1210
N -3.76864 -0.07870 -4.54466  -0.3591
C 3.87476 -3.26422 1.79668  -1.4405
C -2.54778 -2.77372 1.19956  -0.3931
C 3.07789 -1.98958 1.56348  -0.7286
C -3.08153 -0.51687 2.74056  -0.5026
C -4.25942 0.69043 -3.58766  -0.5491
C -2.85006 -1.00678 -4.31730  -0.5423
C 0.65436 0.58378 -2.51471  0.2975
C -3.58862 -1.95603 0.85154  -0.6997
C -0.49634 3.90904 -1.47969  -1.5676
C 3.38143 -1.14512 -1.19620  -0.1624
C -2.58068 0.10992 0.52108  -1.0210
C 2.66605 2.81799 -1.53326  -1.2535
C -0.61965 1.77294 3.06336  0.8430
C -2.72436 -0.30173 -2.03843  0.1024
C 2.56899 -4.39875 -1.36851  -1.3296
C 4.80211 -1.66642 -0.97009  -1.4802
C -1.95557 -1.24867 3.03656  -0.3934
C -1.53703 -2.17342 2.02324  -0.3305
C -2.72981 3.06785 3.17710  -1.1815
C -3.45052 -0.59804 1.37843  -0.0392
C 1.95256 2.11262 -0.37016  -0.4293
C 1.53634 -3.39504 -0.88402  -0.0319
C -0.88658 2.57787 -0.85914  0.4161
C -3.76122 0.61782 -2.28664  -0.0627
C -2.14256 -0.21581 -0.72897  0.0484
C 0.08282 1.40030 -3.66341  -1.7937
C -2.29399 -1.18923 -3.05473  0.0799
C -1.13070 1.99108 5.47302  -0.8384
H 1.73526 0.45461 -2.66785  0.4882
H 4.32704 -3.21273 2.79658  0.4417
H -0.97176 1.63575 -3.51047  0.3602
H 2.63557 1.40705 0.13229  0.4874
H -1.18923 2.72041 0.18972  -0.1668
H 3.22972 -4.75745 -0.57146  0.2883
H 5.17311 -1.43246 0.03679  0.3412
H -2.54113 -1.62352 -5.15896  0.4827
H -4.18465 1.23452 -1.49682  0.5593
H 3.33742 -0.05083 -1.06890  -0.0186
H -5.06641 1.38645 -3.82227  0.4484
H 1.70838 2.86161 0.40038  0.6165
H -1.36556 4.57460 -1.41759  0.4607
H -3.38304 2.48502 3.84522  0.3682
H 4.85224 -2.75520 -1.10198  0.2956
H 0.63755 2.32571 -3.84514  0.3373
H 0.72242 1.73459 4.49408  0.4189
H -1.40737 -1.20430 3.97944  0.5125
H -2.42800 -3.79926 0.85618  0.5780
H 0.15866 0.81483 -4.58630  0.4664
H -3.34733 3.52577 2.39982  0.3781
H 2.04284 3.59232 -2.00394  0.3273
H 5.48084 -1.20699 -1.70079  0.4515
H -1.67024 2.93520 5.62469  0.3254
H 3.22566 -4.14600 1.76162  0.3329
H -0.23375 3.81914 -2.53838  0.2770
H 0.97149 -3.00225 -1.75727  0.0402
H -3.62531 0.07983 3.49034  0.7553
H -2.02692 1.78874 1.62645  -0.4515
H -1.77110 2.15215 -1.35527  0.1668
H 0.79308 -3.86086 -0.21290  0.3553
H 3.05452 -1.36425 -2.22623  0.4877
H 3.14884 -3.94176 -2.17980  0.3583
H 3.55913 3.32853 -1.14337  0.4392
H 0.22684 -0.43004 -2.51731  -0.0233
H -1.84024 1.16050 5.35786  0.2410
H 3.73418 -1.11068 1.64423  0.5807
H -2.23909 3.84618 3.76450  0.4694
H 0.32477 4.38765 -0.94028  0.4163
H -0.52176 1.80778 6.36293  0.3891
H 2.07360 -5.29523 -1.76957  0.4256
H 2.99668 2.11493 -2.30856  0.2872
H -1.59454 -2.00875 -2.88881  0.4930
H -4.40497 -2.24273 0.19381  0.6268
H 2.31436 -1.88424 2.34667  0.5837
H 4.69964 -3.39159 1.09213  0.3174

Cartesian forces, eV/Å:
4.20 -0.30 0.32
-2.04 0.61 0.51
0.66 0.18 0.47
0.68 1.31 -1.97
-0.09 0.06 -0.14
0.42 -1.12 -1.02
0.91 -0.98 0.64
-0.42 -0.01 -1.06
0.20 -0.42 0.14
-0.62 0.38 -0.90
-0.69 0.33 0.25
0.40 0.15 3.32
-0.37 -0.14 -1.88
-1.51 0.67 -1.66
0.03 -0.40 0.32
-0.48 -1.60 0.01
-0.08 0.27 -0.15
-0.47 0.55 -0.33
-1.76 -1.07 -1.49
-0.13 0.01 -0.38
-0.80 0.68 0.27
0.02 0.48 -0.10
0.47 -0.18 -0.21
0.33 -0.27 0.18
-0.55 0.43 0.20
1.68 -1.35 0.73
-0.64 0.33 0.22
0.55 0.15 -1.14
0.09 -0.15 0.87
-0.93 0.19 0.51
-0.07 -0.47 0.29
1.18 -0.84 1.38
-0.85 0.28 -0.24
0.01 0.03 -0.38
0.29 0.28 2.55
-0.43 0.61 0.59
-0.33 0.03 0.21
-0.20 -0.03 -0.21
0.00 0.15 -0.05
-0.26 0.22 -0.15
0.19 0.15 -0.33
-0.06 0.22 -0.22
-0.04 0.02 -0.40
0.03 0.16 -0.07
0.13 -0.09 -0.06
0.23 -0.37 -0.13
0.04 -0.22 -0.23
-0.12 -0.30 -0.16
0.21 -0.04 0.00
0.21 0.20 -0.23
0.04 0.34 -0.02
-0.17 -0.16 0.11
-0.54 0.41 0.11
-0.29 0.04 -0.18
-0.16 0.22 -0.03
0.01 0.08 0.10
0.12 0.06 0.23
0.26 -0.36 0.14
-0.22 -0.08 0.19
0.17 -0.42 0.08
0.20 0.04 0.03
-0.02 0.06 0.30
0.24 -0.06 0.42
0.36 -0.28 -0.40
0.29 0.35 0.66
0.22 0.13 0.00
0.38 0.18 -0.39
0.01 0.05 0.33
0.09 -0.35 0.23
-0.27 -0.24 -0.04
0.14 0.17 -0.03
0.22 0.24 0.00
-0.27 -0.06 -0.29
-0.04 -0.04 -0.27
-0.16 -0.03 -0.10
-0.09 0.05 -0.25
0.00 0.38 0.05
-0.01 0.23 0.17
0.00 0.33 0.16
0.07 -0.08 0.10
0.41 0.08 -0.14
-0.25 -0.04 0.06

Computed properties:
- Frontier orbital gap (spin up / spin down): 5.2 / 3.5 eV
- ⟨S²⟩: 6.3270
- Total charge: +4
- Spin multiplicity: 5
- Relative energy (zero: lowest compared OMol25 entry of this formula, charge and spin): 22.1 kcal per mole
- HOMO energy (spin up / spin down): -19.407 / -19.872 eV